(1)
C4H13NO2 | ωB97M-V/def2-TZVPD

Geometry as XYZ:
```
20
Properties=species:S:1:pos:R:3:forces:R:3
C -1.671279 -1.028697 -0.441647 -0.880 -0.262 -0.261
O -2.868664 1.269840 0.140947 0.717 -1.176 -0.084
C -0.492260 -0.297431 -0.260943 2.973 0.649 0.857
C 0.793516 -1.347574 -0.044745 -2.497 0.344 -0.236
C 2.041281 -0.649259 -0.497367 0.321 -0.313 0.174
N -0.468537 0.575165 0.889725 -1.014 0.170 0.465
H -2.003837 -1.720790 0.329729 -0.134 0.423 0.231
H -2.107681 -1.221870 -1.421457 0.084 0.204 0.034
H -2.990619 0.418562 -0.311090 -1.120 0.158 -0.488
H -0.156567 0.368592 -1.045476 -0.531 -0.387 -0.910
H 0.715087 -1.552867 1.021734 0.423 -0.093 -0.005
H 0.466731 -2.240289 -0.569605 0.827 -0.332 -0.243
H 2.039499 -0.457267 -1.577597 -0.056 0.163 0.346
H 2.894372 -1.292002 -0.286546 0.133 -0.119 -0.033
H 2.176208 0.255270 0.099820 -0.028 0.099 -0.408
H -1.438978 1.041633 0.715893 0.517 0.072 0.695
H -0.528333 0.066734 1.778389 -0.021 0.212 -0.331
H 0.659646 2.032298 0.293115 -0.031 0.100 0.708
H 1.433621 3.276272 0.874010 -0.331 -0.007 0.054
O 1.506801 2.503673 0.313113 0.648 0.094 -0.564
```
Forces are in eV/Å.

Its strongest force on any atom is 3.16 eV/A. The spin multiplicity is 1. The value obtained for the lowest unoccupied orbital energy is -2.490 eV. Its gap between HOMO and LUMO is 6.403 eV.

***

(2)
C4H13NO2 | ωB97M-V/def2-TZVPD

Geometry as XYZ:
```
20
Properties=species:S:1:pos:R:3:forces:R:3
C 1.247549 0.485171 -2.512966 -0.132 -5.826 -1.493
C 1.198336 -0.384643 -1.514109 0.773 1.076 0.488
C 1.114035 0.142954 -0.159080 0.801 2.844 3.492
N -0.312183 0.311267 0.232213 -0.114 0.340 1.369
C -0.600746 1.574945 1.011575 -2.581 -2.648 0.306
H 1.245285 0.039741 -3.508038 0.119 0.642 -0.077
H 1.172888 1.459407 -2.360402 -0.092 4.212 0.538
H 1.239194 -1.447810 -1.497241 -0.030 -0.753 -1.022
H 1.537447 1.222288 -0.003659 -0.205 -1.610 -1.014
H 1.749610 -0.406016 0.675199 -1.346 0.948 -2.119
H -0.956756 0.379480 -0.561949 0.900 -0.196 0.049
H -0.164654 1.683528 2.006483 0.400 -0.352 -0.356
H -1.725060 1.477417 1.165489 1.342 0.563 0.108
H -0.472876 2.416562 0.404532 0.646 1.550 -0.781
O 1.415700 -1.966183 1.981212 3.371 -1.102 -5.366
H 0.959322 -1.848113 2.706226 -3.459 0.619 6.363
H 0.885635 -1.476339 1.354320 -0.326 -0.111 -0.459
O -3.316380 -0.001212 0.151136 0.321 1.516 2.454
H -3.322851 -0.527290 -0.590142 -0.534 -1.825 -2.946
H -2.511508 -0.323122 0.572398 0.145 0.112 0.466
```
Forces are in eV/Å.

Its strongest force on any atom is 7.27 eV/A. The spin multiplicity is 1. The value obtained for the lowest unoccupied orbital energy is 0.816 eV. Its gap between HOMO and LUMO is 9.967 eV.

***

(3)
C4H13NO2 | ωB97M-V/def2-TZVPD

Geometry as XYZ:
```
20
Properties=species:S:1:pos:R:3:forces:R:3
C -1.393628 0.857912 1.539782 -0.088 -0.263 -0.285
C -1.808603 -0.260458 0.587102 0.320 -0.200 1.033
O -1.475505 -0.037009 -0.722094 2.979 1.462 -1.337
O -1.173196 -1.465290 1.094329 -0.357 0.436 -0.060
H -0.307714 0.966828 1.529703 0.013 -0.011 0.010
H -1.712121 0.629287 2.554490 -0.006 0.009 0.016
H -1.849459 1.792686 1.215321 0.009 0.010 0.028
H -2.899204 -0.412365 0.640071 0.270 0.046 -0.222
H -0.467064 0.405615 -0.871236 -3.659 -1.685 1.006
H -1.497066 -2.206195 0.569527 0.008 0.033 -0.038
C 1.199996 1.089829 -1.206180 2.611 -1.283 -0.629
C 1.560376 -0.680911 -1.149036 -1.618 2.920 -0.268
N 1.589211 -1.258592 0.109181 -0.167 -0.601 1.284
H 2.123054 1.484214 -0.771063 0.219 -0.123 -0.023
H 1.293109 1.311636 -2.269979 -0.281 0.167 -0.056
H 0.509803 1.802020 -0.752647 -0.883 -0.749 0.158
H 2.528826 -0.710426 -1.642073 -0.112 0.107 -0.098
H 0.770582 -1.104154 -1.763793 0.204 -0.229 -0.095
H 2.326933 -0.914090 0.709435 -0.132 -0.017 -0.053
H 0.681671 -1.290536 0.599161 0.670 -0.030 -0.373
```
Forces are in eV/Å.

Its strongest force on any atom is 4.15 eV/A. The spin multiplicity is 1. The value obtained for the lowest unoccupied orbital energy is 0.942 eV. Its gap between HOMO and LUMO is 9.732 eV.

***

Short version: E_HOMO = -8.89; -9.15; -8.79 eV, in the order given.